(P)
Here is a 2-piece molecular cluster, C4H10O overall from OMol25. Energies are from wB97M-V/def2-TZVPD.

Geometry as ORCA input:
```
! RIJCOSX wB97M-V def2-TZVPD def2/J DEFGRID3
* xyz 0 1
C 1.600 0.612 -0.615
C 0.429 1.539 -0.272
C -0.641 1.426 -1.362
C -1.866 1.870 -1.152
H 2.096 0.941 -1.524
H 2.373 0.579 0.160
H 1.232 -0.413 -0.642
H 0.724 2.569 -0.062
H -0.028 1.254 0.682
H -0.254 1.077 -2.310
H -2.637 1.792 -1.917
H -2.259 2.274 -0.227
H -0.762 -5.043 2.486
H -0.112 -5.200 3.845
O 0.103 -5.278 2.911
*
```

Values from the calculation:
LUMO level = 1.0 eV
HOMO-LUMO gap = 0.3895 Ha
HOMO = -9.63 eV
Structure (SMILES) = C=CCC.O

---

(Q)
Here is a single C4H10O molecule from OMol25. Energies are from wB97M-V/def2-TZVPD.

Geometry as ORCA input:
```
! RIJCOSX wB97M-V def2-TZVPD def2/J DEFGRID3
* xyz 0 1
C -2.227 0.325 0.537
C -1.139 -0.335 -0.305
C 0.253 0.133 0.081
O 1.183 -0.394 -0.835
C 2.511 -0.214 -0.417
H -2.223 1.414 0.402
H -3.219 -0.043 0.256
H -2.086 0.122 1.605
H -1.300 -0.120 -1.368
H -1.178 -1.425 -0.194
H 0.488 -0.195 1.109
H 0.310 1.237 0.075
H 3.154 -0.341 -1.291
H 2.675 0.792 0.000
H 2.797 -0.954 0.347
*
```

Values from the calculation:
LUMO level = 1.2 eV
HOMO-LUMO gap = 0.4023 Ha
HOMO = -9.78 eV
Structure (SMILES) = CCCOC

---

So which one is most stable? That would be (Q), about 44.7 kJ/mol below the next structure.

---

(P)
Here is a 2-piece molecular cluster, C4H10O overall from OMol25. Energies are from wB97M-V/def2-TZVPD.

Geometry as ORCA input:
```
! RIJCOSX wB97M-V def2-TZVPD def2/J DEFGRID3
* xyz 0 1
C -1.362 0.795 -1.224
O -0.888 0.723 0.003
C 0.173 0.081 0.389
C 1.190 -0.298 -0.627
C 0.486 0.186 1.846
H -1.579 -1.348 -0.792
H -0.704 0.614 -2.062
H -2.264 1.382 -1.302
H -1.144 -1.612 -0.217
H 1.586 0.604 -1.126
H 0.775 -0.939 -1.417
H 2.023 -0.825 -0.155
H 0.853 -0.769 2.238
H -0.410 0.467 2.405
H 1.264 0.939 2.041
*
```

Values from the calculation:
LUMO level (alpha / beta) = 1.1 / 1.1 eV
HOMO-LUMO gap (alpha / beta) = 0.2998 / 0.2947 Ha
HOMO (alpha / beta) = -7.08 / -6.93 eV

---

(Q)
Here is a single C4H10O molecule from OMol25. Energies are from wB97M-V/def2-TZVPD.

Geometry as ORCA input:
```
! RIJCOSX wB97M-V def2-TZVPD def2/J DEFGRID3
* xyz 0 1
C -1.168 -0.999 1.286
C -0.967 -0.074 0.090
C 0.324 -0.233 -0.735
C 0.745 1.136 -1.257
O 1.345 -0.791 0.078
H -0.329 -0.943 1.985
H -1.301 -2.051 1.013
H -2.067 -0.673 1.820
H -1.807 -0.162 -0.610
H -1.031 0.955 0.474
H 0.133 -0.902 -1.592
H -0.084 1.617 -1.786
H 1.009 1.736 -0.380
H 1.607 1.099 -1.937
H 2.179 -0.716 -0.405
*
```

Values from the calculation:
LUMO level = 1.0 eV
HOMO-LUMO gap = 0.4097 Ha
HOMO = -10.16 eV
Structure (SMILES) = CC[C@@H](C)O

---

(R)
Here is a single C4H10O molecule from OMol25. Energies are from wB97M-V/def2-TZVPD.

Geometry as ORCA input:
```
! RIJCOSX wB97M-V def2-TZVPD def2/J DEFGRID3
* xyz 0 1
C -2.207 0.064 -0.222
C -0.801 0.497 0.223
C 0.295 -0.548 0.000
C 1.662 0.104 0.098
O 2.664 -0.880 -0.056
H -2.176 -0.851 -0.825
H -2.881 -0.121 0.620
H -2.664 0.842 -0.840
H -0.515 1.398 -0.336
H -0.806 0.796 1.280
H 0.195 -0.998 -0.996
H 0.227 -1.367 0.727
H 1.739 0.872 -0.690
H 1.750 0.623 1.067
H 3.518 -0.432 -0.049
*
```

Values from the calculation:
LUMO level = 1.0 eV
HOMO-LUMO gap = 0.4158 Ha
HOMO = -10.30 eV
Structure (SMILES) = CCCCO

---

So which one is most stable? That would be (Q), about 14.1 kJ/mol below the next structure.

---

(P)
Here is an isolated ion of composition C2H6N2 and charge +1 from OMol25. Energies are from wB97M-V/def2-TZVPD.

Geometry as ORCA input:
```
! RIJCOSX wB97M-V def2-TZVPD def2/J DEFGRID3
* xyz 1 2
C 0.750 -1.220 -0.826
N 0.599 -0.284 0.268
C -0.693 0.217 0.463
N -0.776 1.474 0.309
H 1.515 -1.968 -0.661
H 0.677 -0.892 -1.867
H -0.132 -1.884 -0.827
H 1.179 0.563 0.117
H -1.480 -0.531 0.445
H -1.743 1.804 0.310
*
```

Values from the calculation:
LUMO level (alpha / beta) = -4.6 / -9.2 eV
⟨S²⟩ = 0.776
HOMO-LUMO gap (alpha / beta) = 0.4760 / 0.2946 Ha
HOMO (alpha / beta) = -17.52 / -17.23 eV

---

(Q)
Here is a 2-piece molecular cluster, C2H6N2 overall from OMol25. Energies are from wB97M-V/def2-TZVPD.

Geometry as ORCA input:
```
! RIJCOSX wB97M-V def2-TZVPD def2/J DEFGRID3
* xyz 1 2
C -0.479 -3.331 -1.343
N -1.232 -2.418 -0.892
H -0.855 -4.311 -1.630
H 0.520 -3.169 -1.766
H -0.663 -1.571 -0.960
C 0.935 2.936 1.183
N -0.273 3.189 1.068
H 1.467 2.738 0.237
H 1.412 2.895 2.170
H -0.832 3.041 1.932
*
```

Values from the calculation:
LUMO level (alpha / beta) = -6.6 / -10.5 eV
⟨S²⟩ = 0.758
HOMO-LUMO gap (alpha / beta) = 0.2221 / 0.0779 Ha
HOMO (alpha / beta) = -12.66 / -12.66 eV

---

So which one is most stable? That would be (P), about 223.8 kJ/mol below the next structure.

---

(P)
Here is a single C7H11NO molecule from OMol25. Energies are from wB97M-V/def2-TZVPD.

Geometry as ORCA input:
```
! RIJCOSX wB97M-V def2-TZVPD def2/J DEFGRID3
* xyz 0 1
C 1.127 0.331 -3.063
C -1.944 0.076 0.393
C 1.285 -0.403 -1.773
C -0.649 -0.352 1.014
C 0.319 -0.974 0.294
C -0.396 -0.036 2.412
C -0.915 1.022 3.029
O 2.574 -0.760 -1.514
N 0.287 -0.578 -1.016
H 2.642 -1.176 -0.647
H 1.143 -1.523 0.755
H 0.312 -0.673 2.932
H 1.591 1.312 -2.969
H 0.078 0.452 -3.284
H 1.633 -0.209 -3.873
H -2.774 -0.151 1.061
H -2.079 -0.435 -0.553
H -1.947 1.148 0.201
H -1.613 1.683 2.544
H -0.672 1.248 4.057
*
```

Values from the calculation:
LUMO level = 0.7 eV
HOMO-LUMO gap = 0.3138 Ha
HOMO = -7.81 eV
Structure (SMILES) = C=C/C(C)=C/N=C(/C)O

---

(Q)
Here is a single C7H11NO molecule from OMol25. Energies are from wB97M-V/def2-TZVPD.

Geometry as ORCA input:
```
! RIJCOSX wB97M-V def2-TZVPD def2/J DEFGRID3
* xyz 0 1
C 1.249 -0.849 -2.506
C -0.027 0.709 -1.147
C 1.106 0.638 -0.015
C 0.942 -0.457 1.014
C -0.429 -0.511 1.715
C -1.445 0.356 0.980
C -1.372 0.191 -0.561
H -0.100 1.663 -1.644
H 1.144 1.576 0.509
H 1.995 0.535 -0.642
H 1.798 -0.376 1.722
H 1.048 -1.368 0.444
H -0.290 -0.178 2.768
H -0.874 -1.523 1.570
H -2.463 0.230 1.339
H -1.207 1.431 1.239
H -2.224 0.562 -1.046
H -1.260 -0.912 -0.827
N 0.303 -0.119 -2.253
O 2.106 -1.597 -2.657
*
```

Values from the calculation:
LUMO level = 0.9 eV
HOMO-LUMO gap = 0.3993 Ha
HOMO = -9.98 eV
Structure (SMILES) = O=C=NC1CCCCC1

---

(R)
Here is a single C7H11NO molecule from OMol25. Energies are from wB97M-V/def2-TZVPD.

Geometry as ORCA input:
```
! RIJCOSX wB97M-V def2-TZVPD def2/J DEFGRID3
* xyz 0 1
C -1.325 -0.129 -1.300
C 0.695 -0.536 -2.431
C -2.612 0.086 -1.315
C -0.220 0.010 -0.324
C -0.278 -1.110 0.805
C -0.102 1.400 0.333
C 2.254 -0.388 -0.466
N 0.948 -0.331 -1.207
O 1.156 -0.722 -3.495
H -3.283 0.623 -0.518
H -3.393 -0.172 -2.036
H 0.669 -1.514 0.939
H -0.950 -1.831 0.445
H -0.575 -0.580 1.634
H 0.852 1.799 0.224
H -0.371 1.369 1.366
H -0.807 1.971 -0.204
H 2.555 -1.328 -0.120
H 3.002 -0.305 -1.300
H 2.431 0.256 0.310
*
```

Values from the calculation:
LUMO level (alpha / beta) = 0.6 / 0.6 eV
HOMO-LUMO gap (alpha / beta) = 0.3006 / 0.3008 Ha
HOMO (alpha / beta) = -7.62 / -7.62 eV

---

So which one is most stable? That would be (Q), about 105.0 kJ/mol below the next structure.

---

(P)
Here is a single C7H11NO molecule from OMol25. Energies are from wB97M-V/def2-TZVPD.

Geometry as ORCA input:
```
! RIJCOSX wB97M-V def2-TZVPD def2/J DEFGRID3
* xyz 0 1
C 0.708 -0.167 -0.166
C -1.587 -0.709 -0.937
C -1.003 0.601 2.206
C 1.761 0.902 0.039
N -0.583 0.238 -0.487
C -1.072 1.163 0.817
C 1.149 -0.941 -1.761
C 1.707 -1.791 -2.417
O -1.690 2.152 0.524
H 0.777 -1.000 0.541
H -1.443 -1.694 -0.480
H -2.582 -0.313 -0.705
H -1.489 -0.813 -2.018
H 0.023 0.386 2.501
H -1.596 -0.314 2.251
H -1.398 1.338 2.911
H 2.729 0.482 -0.256
H 1.843 1.221 1.079
H 1.570 1.774 -0.592
H 2.175 -2.514 -3.048
*
```

Values from the calculation:
LUMO level = 0.8 eV
HOMO-LUMO gap = 0.3580 Ha
HOMO = -8.97 eV
Structure (SMILES) = C#C[C@@H](C)N(C)C(C)=O

---

(Q)
Here is C7H11NO as an isolated structure from OMol25. Energies are from wB97M-V/def2-TZVPD.

Geometry as ORCA input:
```
! RIJCOSX wB97M-V def2-TZVPD def2/J DEFGRID3
* xyz 0 1
C -0.978 -0.583 -2.518
C -0.429 -0.325 -1.039
C -1.193 0.016 -0.024
C -0.841 0.094 1.496
C 0.249 1.151 2.014
C 1.021 0.409 0.937
C 1.918 -0.020 -0.133
H -2.035 -0.673 -2.324
H -0.475 -1.479 -3.060
H -0.590 0.321 -3.020
H -2.188 -0.006 -0.356
H -1.688 -0.072 2.165
H 0.201 2.248 1.794
H 0.467 1.093 3.129
H 0.259 0.856 0.245
H 2.488 0.750 -0.665
H 2.639 -0.897 0.182
H -0.009 -1.558 0.807
N 0.280 -0.776 1.497
O 0.907 -0.550 -1.128
*
```

Values from the calculation:
LUMO level = 1.0 eV
HOMO-LUMO gap = 0.3333 Ha
HOMO = -8.10 eV

---

(R)
Here is a single C7H11NO molecule from OMol25. Energies are from wB97M-V/def2-TZVPD.

Geometry as ORCA input:
```
! RIJCOSX wB97M-V def2-TZVPD def2/J DEFGRID3
* xyz 0 1
C 1.399 1.048 -0.088
C 0.888 1.196 1.164
C -1.999 0.360 -0.850
C 0.461 0.392 -1.080
C -0.410 0.536 1.290
C 0.964 -1.002 -1.564
C -0.349 -0.974 1.652
N -0.749 0.373 -0.368
O -2.234 0.571 -2.017
H 2.287 1.415 -0.422
H 1.117 1.895 1.917
H -2.680 0.072 -0.001
H 0.442 1.130 -1.876
H -1.228 1.028 1.803
H 1.076 -1.567 -0.633
H 1.908 -1.150 -2.215
H 0.084 -1.343 -2.101
H -1.112 -1.455 1.076
H -0.508 -1.074 2.845
H 0.642 -1.450 1.469
*
```

Values from the calculation:
LUMO level = 0.9 eV
HOMO-LUMO gap = 0.3692 Ha
HOMO = -9.14 eV
Structure (SMILES) = C[C@@H]1C=C[C@H](C)N1C=O

---

So which one is most stable? That would be (R), about 218.5 kJ/mol below the next structure.

---

(P)
Here is C7H11NO as an isolated structure from OMol25. Energies are from wB97M-V/def2-TZVPD.

Geometry as ORCA input:
```
! RIJCOSX wB97M-V def2-TZVPD def2/J DEFGRID3
* xyz 0 1
C 2.006 0.075 -0.605
C 0.754 -0.425 0.026
C -0.372 -0.981 -0.952
C -0.416 0.687 0.057
C -0.280 2.125 0.465
C -1.611 -0.090 0.709
C -1.539 -1.210 -0.009
H 2.285 1.271 -0.219
H 2.958 -0.737 -0.120
H 2.028 0.162 -1.923
H 1.783 -0.502 1.828
H 0.375 -1.279 1.951
H -0.369 -1.645 -1.805
H 0.865 2.409 0.272
H -0.966 2.897 -0.034
H -0.249 2.232 1.509
H -2.173 0.351 1.572
H -2.255 -2.000 0.022
N 1.195 -1.083 1.343
O -0.487 0.417 -1.325
*
```

Values from the calculation:
LUMO level = 0.9 eV
HOMO-LUMO gap = 0.3674 Ha
HOMO = -9.09 eV

---

(Q)
Here is a single C7H11NO molecule from OMol25. Energies are from wB97M-V/def2-TZVPD.

Geometry as ORCA input:
```
! RIJCOSX wB97M-V def2-TZVPD def2/J DEFGRID3
* xyz 0 1
C -0.350 0.624 -0.550
C -0.316 -0.663 -1.304
C -1.658 1.024 0.089
C 0.420 1.798 -1.105
C 0.160 -0.242 1.746
C 0.723 -1.212 1.022
N 1.341 -2.386 1.498
C 0.831 -0.845 -0.371
O -0.028 0.548 2.606
H 1.516 -2.394 2.494
H 0.895 -3.244 1.197
H -1.167 -1.322 -1.149
H -0.035 -0.609 -2.354
H 1.843 -0.843 -0.779
H -1.513 1.731 0.908
H -2.215 0.165 0.459
H -2.279 1.529 -0.663
H 1.279 1.490 -1.701
H -0.224 2.409 -1.748
H 0.777 2.442 -0.297
*
```

Values from the calculation:
LUMO level = 0.8 eV
HOMO-LUMO gap = 0.3030 Ha
HOMO = -7.44 eV
Structure (SMILES) = CC1(C)C[C@@H]1C(N)=C=O

---

So which one is most stable? That would be (Q), about 170.3 kJ/mol below the next structure.